ORCA calculation (ωB97M-V/def2-TZVPD) on a single C3HBrF2 molecule.

Structure (XYZ):
```
7
Properties=species:S:1:pos:R:3:forces:R:3:nbo_charge:R:1
C 0.153657 -0.391240 -0.518716 0.3 0.1 0.6 -0.567
C -1.111056 -0.198861 -1.121205 0.0 -0.2 -0.8 -0.097
C 0.670278 0.219504 0.571816 0.0 0.4 0.1 0.857
F 0.029837 1.028090 1.388017 0.3 -0.5 -0.4 -0.278
F 1.961702 0.240308 0.844505 -0.6 -0.1 -0.1 -0.283
Br -2.579042 0.030130 -0.038352 -0.1 0.2 0.5 0.112
H 0.874625 -0.927931 -1.126065 0.1 0.1 0.0 0.257
```
Forces are in eV/Å.

Output
ΔE to the lowest compared entry with this formula, charge and spin = 1.571 eV
Orbital gap (alpha / beta) = 7.4 / 7.4 eV
Highest occupied orbital energy (alpha / beta) = -8.55 / -8.55 eV
Electronic energy = -2888.521749 a.u.